C36H86N10O12SZn | ωB97M-V with the def2-TZVPD basis set

The geometry in ORCA input format:
```
! RIJCOSX wB97M-V def2-TZVPD def2/J DEFGRID3
* xyz 0 1
Zn -0.468 1.403 0.657
S -1.183 0.953 -1.750
O -2.582 0.971 -2.181
O -1.006 0.075 -0.595
O -0.216 0.653 -2.821
O -0.764 2.152 -1.050
C -0.900 -3.513 -0.159
C -1.060 -4.779 -1.036
N -0.854 -6.041 -0.281
C -1.878 -6.245 0.770
C -3.329 -6.199 0.253
C 0.522 -6.285 0.168
C 0.686 -7.783 0.586
H 0.097 -3.473 0.279
H -1.588 -3.469 0.685
H -1.104 -2.563 -0.652
H -1.972 -4.723 -1.630
H -0.319 -4.784 -1.835
H -1.773 -7.248 1.183
H -1.717 -5.557 1.600
H -3.432 -6.906 -0.570
H -3.996 -6.498 1.062
H -3.648 -5.184 0.016
H 0.895 -5.608 0.936
H 1.246 -6.092 -0.624
H 0.390 -8.433 -0.237
H 0.234 -8.063 1.538
H 1.696 -8.190 0.632
C 5.701 -2.706 5.581
C 6.008 -2.064 4.216
N 5.451 -0.727 3.936
C 3.997 -0.630 4.217
C 3.390 0.767 4.054
C 5.721 -0.361 2.550
C 7.244 -0.092 2.357
H 4.633 -2.910 5.659
H 5.756 -2.002 6.411
H 6.278 -3.623 5.702
H 7.093 -1.962 4.232
H 5.749 -2.835 3.491
H 3.378 -1.317 3.641
H 3.818 -0.855 5.268
H 2.385 0.940 4.439
H 4.035 1.443 4.616
H 3.380 1.154 3.035
H 5.286 0.620 2.359
H 5.228 -1.031 1.845
H 7.878 -0.950 2.578
H 7.578 0.639 3.093
H 7.485 0.310 1.373
C -0.114 -0.611 4.531
C -0.880 -0.398 3.241
O -0.466 0.266 2.331
N -2.040 -1.075 3.245
C -2.935 -1.143 2.088
H -0.111 0.300 5.130
H 0.924 -0.799 4.258
H -0.487 -1.396 5.189
H -2.189 -1.695 4.028
H -2.458 -0.959 1.125
H -3.754 -0.449 2.277
H -3.320 -2.155 1.964
C -2.118 -1.958 -4.542
C -0.853 -2.738 -4.272
O -0.773 -3.920 -4.586
N 0.152 -2.059 -3.699
C 1.372 -2.824 -3.350
H -2.866 -2.740 -4.409
H -2.247 -1.466 -5.505
H -2.178 -1.246 -3.719
H -0.005 -1.096 -3.439
H 1.605 -3.508 -4.167
H 1.302 -3.370 -2.409
H 2.257 -2.192 -3.278
C -2.438 6.890 -5.067
C -2.903 6.266 -3.763
O -2.599 6.777 -2.641
N -3.619 5.116 -3.882
C -3.881 4.283 -2.699
H -2.778 7.926 -5.070
H -2.908 6.251 -5.814
H -1.359 6.825 -5.206
H -3.839 4.815 -4.821
H -4.153 3.271 -2.999
H -4.669 4.595 -2.013
H -2.958 4.258 -2.121
C 0.856 4.556 0.032
C 0.848 4.074 1.479
O 0.201 3.090 1.751
N 1.525 4.794 2.384
C 1.753 4.467 3.808
H 1.165 5.601 0.031
H -0.060 4.507 -0.558
H 1.723 4.093 -0.439
H 1.966 5.624 2.015
H 2.802 4.586 4.079
H 1.594 3.400 3.963
H 1.054 4.941 4.497
C -3.958 -1.944 -1.166
C -5.099 -1.439 -2.041
O -6.092 -2.121 -2.203
N -4.992 -0.189 -2.520
C -5.798 0.401 -3.529
H -3.255 -1.128 -1.001
H -3.386 -2.753 -1.620
H -4.268 -2.227 -0.160
H -4.095 0.262 -2.405
H -6.451 1.180 -3.135
H -6.363 -0.341 -4.092
H -5.157 0.937 -4.229
C 3.753 1.873 0.055
C 2.692 0.796 0.160
O 1.539 1.061 0.537
N 3.007 -0.428 -0.249
C 2.190 -1.626 -0.013
H 4.732 1.405 -0.047
H 3.876 2.522 0.922
H 3.671 2.450 -0.866
H 3.907 -0.520 -0.697
H 2.424 -2.330 -0.812
H 1.110 -1.522 -0.115
H 2.510 -2.046 0.940
C 3.227 1.415 -3.724
C 2.514 2.784 -3.883
O 3.160 3.720 -4.408
N 1.266 2.885 -3.479
C 0.439 4.106 -3.628
H 3.236 1.011 -4.736
H 2.785 0.757 -2.975
H 4.247 1.636 -3.410
H 0.807 2.011 -3.264
H 0.455 4.689 -2.707
H -0.583 3.830 -3.887
H 0.815 4.836 -4.345
C -4.568 2.152 0.465
C -3.421 2.374 1.410
O -2.266 2.108 1.104
N -3.689 2.928 2.553
C -2.788 3.142 3.616
H -4.155 2.247 -0.539
H -5.286 2.968 0.551
H -4.984 1.146 0.522
H -4.634 3.255 2.700
H -1.742 2.937 3.385
H -3.014 2.461 4.437
H -2.905 4.173 3.951
*
```

Output
Frontier orbital gap (eV): 7.78
E_HOMO (eV): -8.02
Energy (hartree): -5051.39515
Lowest unoccupied orbital energy (eV): -0.233